No. 1
{"formula": "C4H8N2S", "method": "wB97M-V/def2-TZVPD", "homo_lumo_gap_ev": 9.44, "charge": 0, "de_lowest_kcal_mol": 72.3, "molar_mass_g_mol": 116.19, "elements": ["H", "N", "C", "C", "C", "C", "S", "N", "H", "H", "H", "H", "H", "H", "H"], "coordinates": [[-2.6231, -1.6598, 0.2228], [-2.1869, -0.7506, 0.0693], [-0.8771, -0.6675, -0.2215], [-0.6178, 0.5854, -0.8164], [0.5053, 1.2969, 0.0058], [1.5767, 0.2857, 0.4410], [1.5533, -1.1790, -0.5612], [0.1025, -1.6708, 0.0973], [-1.5864, 1.2875, -0.5336], [-0.4398, 0.4792, -1.9617], [0.1214, 1.8316, 0.8600], [0.8591, 2.1295, -0.7270], [1.1298, -0.1071, 1.4329], [2.5545, 0.5315, 0.8213], [-0.0715, -2.3927, 0.8711]]}

=====

No. 2
{"formula": "C4H8N2S", "method": "wB97M-V/def2-TZVPD", "homo_lumo_gap_ev": 9.00, "charge": 0, "de_lowest_kcal_mol": 27.1, "molar_mass_g_mol": 116.19, "elements": ["H", "N", "C", "N", "C", "S", "C", "C", "H", "H", "H", "H", "H", "H", "H"], "coordinates": [[1.0167, -2.4086, -1.0579], [1.8575, -1.9734, -0.6701], [1.6168, -0.9131, 0.0202], [0.3688, -0.2821, 0.1555], [0.3317, 0.9176, 0.8189], [-0.9770, 1.8219, 1.2187], [-0.8426, -0.8698, -0.4820], [-0.9733, -0.5005, -1.9324], [2.4300, -0.4421, 0.5318], [1.3095, 1.2263, 1.1391], [-0.8323, -1.9064, -0.2981], [-1.6458, -0.4500, 0.1387], [-2.0357, -0.5938, -2.2922], [-0.3520, -1.1237, -2.5151], [-0.6383, 0.5305, -2.0910]]}

=====

No. 3
{"formula": "C4H8N2S", "method": "wB97M-V/def2-TZVPD", "homo_lumo_gap_ev": 9.58, "charge": 0, "de_lowest_kcal_mol": 46.6, "molar_mass_g_mol": 116.19, "elements": ["S", "N", "C", "C", "C", "N", "C", "H", "H", "H", "H", "H", "H", "H", "H"], "coordinates": [[3.1082, 0.1949, 0.0061], [1.8256, -0.9094, -0.1606], [0.6631, -0.3810, -0.0750], [0.1985, 1.0724, -0.1563], [-1.3909, 0.9691, 0.1303], [-1.7210, -0.4408, -0.3285], [-0.6284, -1.2416, 0.1150], [4.0456, -0.6688, -0.1674], [0.3923, 1.3571, -1.2010], [0.8437, 1.7313, 0.5110], [-1.6836, 1.0205, 1.1595], [-1.9344, 1.6520, -0.4816], [-2.6022, -0.7143, -0.0997], [-0.4616, -2.1536, -0.4553], [-0.6550, -1.4878, 1.2034]]}

=====

No. 4
{"formula": "C4H8N2S2", "method": "wB97M-V/def2-TZVPD", "homo_lumo_gap_ev": 7.00, "charge": 0, "de_lowest_kcal_mol": 120.6, "molar_mass_g_mol": 148.26, "elements": ["C", "N", "N", "C", "C", "S", "C", "S", "H", "H", "H", "H", "H", "H", "H", "H"], "coordinates": [[-3.0721, -0.4297, 0.2573], [-1.9495, -0.2849, -0.6407], [-0.7026, -0.6640, -0.0808], [-0.1514, -2.0170, 0.1955], [0.1399, 0.3136, 0.1934], [-0.4020, 1.9429, -0.0217], [1.5338, 0.0913, 0.6504], [2.8000, -0.2607, -0.2885], [-3.4289, -1.5013, 0.4830], [-2.4886, 0.1330, 1.3025], [-3.9520, 0.2657, -0.2035], [-2.1110, -0.4215, -1.7972], [-1.1309, -2.6773, 0.0509], [0.3169, -1.8296, 1.2701], [0.6942, -2.4835, -0.6313], [1.5962, 0.4927, 1.7591]]}

=====

No. 5
{"formula": "C4H8N3", "method": "wB97M-V/def2-TZVPD", "homo_lumo_gap_ev": [5.96, 5.28], "charge": 1, "de_lowest_kcal_mol": 124.2, "molar_mass_g_mol": 98.13, "elements": ["C", "C", "C", "C", "N", "N", "N", "H", "H", "H", "H", "H", "H", "H", "H"], "coordinates": [[2.0400, -0.4471, 1.3227], [0.9454, 0.2846, -0.4055], [-2.7334, -0.7782, 1.5720], [0.5909, 0.8130, -1.7309], [0.7671, -0.5642, 1.5516], [0.0986, -0.1289, 0.5212], [2.1989, 0.0880, 0.0804], [2.8358, -0.7273, 1.9824], [-2.2504, -0.3883, 2.4512], [-2.7196, -1.8340, 1.3757], [-3.2643, -0.1110, 0.9165], [1.3636, 1.4823, -2.0993], [-0.3555, 1.3470, -1.6832], [0.4732, -0.0082, -2.4396], [3.0741, 0.3110, -0.3766]]}

=====

No. 6
{"formula": "C4H8N3", "method": "wB97M-V/def2-TZVPD", "homo_lumo_gap_ev": 11.02, "charge": 1, "de_lowest_kcal_mol": 113.0, "molar_mass_g_mol": 98.13, "elements": ["C", "C", "C", "C", "N", "N", "N", "H", "H", "H", "H", "H", "H", "H", "H"], "coordinates": [[2.8814, 0.0331, 0.0060], [1.0891, 0.6690, -0.2869], [-1.2132, 0.2108, 0.2524], [0.5238, -1.4958, 0.6827], [3.9748, -0.3121, 0.1954], [0.2149, -0.1363, 0.1554], [1.3121, 1.6667, -1.0480], [-1.9690, -0.5806, 0.1819], [-1.2541, 0.5403, 1.2881], [-1.4533, 0.9758, -0.4790], [0.5211, -2.2133, -0.2357], [1.5369, -1.5376, 1.0180], [-0.0662, -1.7856, 1.5268], [2.2759, 1.6941, -1.4226], [0.6578, 2.2702, -1.5063]]}